Model P:
ORCA calculation (the ωB97M-V functional and the def2-TZVPD basis) on 2 unconnected molecules or ions with the total composition C5H15N2O.

The net charge is +1. The value obtained for the frontier orbital gap is 7.7 eV.

Each line ends with the Löwdin charge.
Atoms and positions in Å:
C  -2.25  -0.79  0.17  -0.1223
C  -1.00  -1.22  -0.59  -0.2152
C  0.19  -0.47  -0.29  -0.3366
C  0.37  0.87  -0.33  -0.1402
N  1.31  1.69  0.29  0.1084
C  1.10  -1.36  0.47  -0.0342
N  -2.76  0.56  -0.36  0.1822
H  -1.96  -0.84  1.24  0.1531
H  -3.15  -1.43  0.02  0.1393
H  -1.06  -1.11  -1.74  0.1567
H  -1.07  -2.32  -0.44  0.1419
H  -0.48  1.40  -0.81  0.1015
H  1.14  2.57  0.15  0.0257
H  2.00  1.22  0.89  0.0841
H  0.89  -1.15  1.40  0.0403
H  2.11  -1.01  0.35  0.0673
H  1.09  -2.41  0.11  0.1112
H  -2.05  1.30  -0.29  0.1202
H  -3.57  0.87  0.10  0.1374
H  -2.93  0.44  -1.43  0.2156
H  4.11  0.68  1.04  -0.0601
H  4.16  1.71  -0.20  0.1686
O  3.80  0.80  0.25  -0.0449



Model Q:
ORCA calculation (the ωB97M-V functional and the def2-TZVPD basis) on a gas-phase ion, C5H15N2O (charge +1).

The net charge is +1. The value obtained for the frontier orbital gap is 11.3 eV. Its structure (SMILES) is C[C@@H](O)[C@@H](N)[NH+](C)C.

Each line ends with the Löwdin charge.
Atoms and positions in Å:
C  -1.77  -1.85  1.08  -0.0225
C  1.63  0.12  -1.29  -0.0372
C  0.64  2.20  -0.54  -0.0015
C  -0.98  -1.15  -0.01  -0.3905
C  -0.15  0.03  0.53  -0.3073
N  0.75  -0.13  1.57  0.0900
N  0.50  0.80  -0.76  -0.1986
O  -1.88  -0.59  -0.94  -0.0674
H  -1.98  -1.16  1.95  0.1146
H  -2.66  -2.22  0.68  0.0665
H  -1.24  -2.70  1.54  0.0981
H  2.54  0.26  -0.70  0.1188
H  1.33  -0.88  -1.43  0.0855
H  1.93  0.57  -2.29  0.1417
H  0.38  2.27  0.53  0.0946
H  1.77  2.38  -0.68  0.1401
H  -0.01  2.89  -1.09  0.1225
H  -0.35  -1.90  -0.63  0.1694
H  -0.82  0.90  0.76  0.1618
H  1.40  -0.94  1.43  0.1324
H  0.55  0.22  2.58  0.1693
H  -0.25  0.52  -1.39  0.1496
H  -2.86  -0.79  -0.67  0.1703



Stability summary: most stable model Q, least stable model P.



Model P:
ORCA calculation (the ωB97M-V functional and the def2-TZVPD basis) on 2 unconnected molecules or ions with the total composition C5H15N2O.

The net charge is +1. The value obtained for the frontier orbital gap is 9.4 eV.

Each line ends with the Löwdin charge.
Atoms and positions in Å:
C  0.73  2.65  -1.93  -0.0991
C  -0.05  1.43  -1.43  -0.2321
C  0.83  0.73  -0.34  -0.1837
C  0.44  -0.66  0.01  -0.2500
C  1.12  -1.81  -0.12  -0.0906
N  0.50  -3.03  0.21  0.0484
N  -0.96  -0.64  0.46  0.1977
H  1.46  2.43  -2.70  0.0806
H  1.50  2.93  -1.18  0.0748
H  0.09  3.53  -2.07  0.0871
H  -0.96  1.57  -0.87  0.0903
H  -0.22  0.74  -2.27  0.1162
H  0.84  1.41  0.54  0.1298
H  1.91  0.66  -0.64  0.1346
H  2.07  -1.77  -0.64  0.1319
H  0.41  -3.75  -0.48  0.0995
H  0.05  -3.15  1.10  0.0877
H  -1.67  -0.60  -0.28  0.1728
H  -1.22  -1.56  0.87  0.1534
H  -1.19  0.08  1.20  0.1006
H  -1.55  1.72  2.93  0.0856
H  -2.57  0.46  2.86  0.0796
O  -1.79  0.89  2.50  -0.0151



Model Q:
ORCA calculation (the ωB97M-V functional and the def2-TZVPD basis) on 2 unconnected molecules or ions with the total composition C5H15N2O.

The net charge is +1. The value obtained for the frontier orbital gap is 8.7 eV.

Each line ends with the Löwdin charge.
Atoms and positions in Å:
C  -1.47  1.32  0.48  -0.1389
C  -0.09  1.85  0.29  -0.1769
C  0.95  1.22  1.27  -0.1912
N  1.64  -2.31  0.07  0.0633
C  1.33  -1.21  0.83  -0.2638
C  1.64  0.08  0.62  -0.1328
N  -1.59  -0.11  -0.05  0.1891
H  -2.24  1.82  -0.11  0.1302
H  -1.85  1.34  1.50  0.1319
H  0.24  1.66  -0.74  0.1194
H  -0.13  2.93  0.33  0.1239
H  0.44  0.92  2.18  0.1103
H  1.56  2.02  1.68  0.1161
H  2.25  -2.24  -0.72  0.0961
H  1.77  -3.21  0.51  0.0946
H  0.69  -1.39  1.69  0.1248
H  2.36  0.25  -0.18  0.1176
H  -0.75  -0.68  0.11  0.1118
H  -2.41  -0.59  0.32  0.1693
H  -1.69  -0.06  -1.07  0.1190
H  -1.07  -1.95  -2.84  0.0648
H  -0.68  -0.62  -3.50  0.0631
O  -0.90  -1.02  -2.65  -0.0416



Stability summary: most stable model Q, least stable model P.



Model P:
ORCA calculation (the ωB97M-V functional and the def2-TZVPD basis) on a gas-phase ion, C5H15N2O (charge +1).

The net charge is +1. The value obtained for the frontier orbital gap is 10.7 eV. Its structure (SMILES) is CN(C)[C@@H](O)[NH+](C)C.

Each line ends with the Löwdin charge.
Atoms and positions in Å:
C  -1.87  -0.44  -0.96  -0.0466
C  -2.20  0.56  1.18  -0.1401
C  1.49  -0.79  -1.27  0.0048
C  2.50  1.03  0.24  0.0762
C  0.15  -0.04  0.64  -0.2471
N  -1.30  0.44  0.11  -0.1944
N  1.28  0.33  -0.34  -0.1292
O  0.30  -1.42  1.01  -0.0097
H  -1.97  -1.44  -0.62  0.0765
H  -2.81  -0.13  -1.33  0.0757
H  -1.14  -0.40  -1.83  0.0903
H  -3.16  1.05  0.67  0.1491
H  -2.50  -0.37  1.58  0.0618
H  -2.05  1.33  1.99  0.1141
H  0.71  -1.00  -2.09  0.1286
H  2.38  -0.62  -1.83  0.0971
H  1.49  -1.62  -0.57  0.1001
H  3.24  0.28  0.47  0.1157
H  2.89  1.66  -0.44  0.0666
H  2.04  1.65  1.08  0.1365
H  0.41  0.61  1.51  0.1545
H  0.63  0.99  -0.77  0.1684
H  -0.51  -1.65  1.57  0.1509



Model Q:
ORCA calculation (the ωB97M-V functional and the def2-TZVPD basis) on 2 unconnected molecules or ions with the total composition C5H15N2O.

The net charge is +1. The value obtained for the frontier orbital gap is 5.1 eV.

Each line ends with the Löwdin charge.
Atoms and positions in Å:
N  -3.42  -0.46  0.55  0.0725
C  -1.85  -0.15  0.57  -0.3787
C  -1.44  1.23  0.08  -0.0393
C  -0.97  -1.31  -0.01  -0.1503
N  0.40  -0.95  0.30  0.2609
C  1.37  -1.59  -0.57  -0.1409
C  2.75  -0.95  -0.44  -0.1948
O  2.69  0.52  -0.56  -0.0601
H  -1.42  -0.26  1.64  0.1523
H  -3.92  0.27  1.03  0.0675
H  -3.54  -1.22  1.25  0.0813
H  2.33  5.23  -0.37  0.0017
H  -0.35  1.32  0.14  0.0747
H  -1.87  1.88  0.82  0.0850
H  -1.97  1.39  -0.85  0.0999
H  -1.33  -2.28  0.50  0.2111
H  -1.17  -1.57  -1.09  0.1599
H  2.94  4.86  -0.14  0.0013
H  1.49  -2.68  -0.45  0.1762
H  0.94  -1.44  -1.64  0.2023
H  3.53  -1.26  -1.09  0.1220
H  3.07  -1.20  0.61  0.1365
H  1.73  0.61  -0.27  0.0591



Stability summary: most stable model P, least stable model Q.